Record 1
12 unconnected molecules or ions with the total composition C46H92O22S10 in a non-equilibrium geometry. Source: the OMol25 dataset; level of theory: ωB97M-V with the def2-TZVPD basis set.

Computed properties:
- maximum force (eV Å⁻¹) = 3.4
- E_LUMO (eV) = -0.2
- SMILES = O=S1(=O)CCCC1.O=S1(=O)CCCC1.O=S1(=O)CCCC1.O=S1(=O)CCCC1.O=S1(=O)CCCC1.O=S1(=O)CCCC1.O=S1(=O)CCCC1.O=S1(=O)CCCC1.O=S1(=O)CCCC1.O=S1(=O)CCCC1.CC(C)=O.CC(C)=O
- multiplicity = 1

Cartesian coordinates (Å):
O 5.17 -0.70 5.07
S 5.11 -1.12 3.66
O 4.85 -2.48 3.25
C 3.81 -0.06 2.87
C 4.47 0.92 1.90
C 5.76 0.22 1.34
C 6.45 -0.40 2.58
H 3.28 0.45 3.68
H 3.13 -0.75 2.38
H 3.85 1.32 1.09
H 4.81 1.79 2.45
H 6.37 1.00 0.88
H 5.53 -0.51 0.56
H 6.98 0.36 3.16
H 7.28 -1.10 2.48
O -1.57 -4.15 -1.31
S -2.35 -4.25 -0.06
O -3.13 -3.11 0.49
C -3.52 -5.70 -0.12
C -2.92 -6.78 0.80
C -2.26 -6.03 1.94
C -1.33 -4.99 1.30
H -3.63 -6.00 -1.16
H -4.46 -5.24 0.19
H -3.69 -7.50 1.10
H -2.12 -7.25 0.24
H -1.66 -6.69 2.57
H -3.00 -5.50 2.53
H -0.55 -5.49 0.74
H -0.90 -4.17 1.87
O -4.14 1.41 1.16
S -4.60 2.78 0.82
O -5.78 2.89 0.03
C -4.65 3.72 2.33
C -3.61 4.83 2.26
C -3.32 5.16 0.76
C -3.24 3.76 0.04
H -4.57 3.07 3.21
H -5.68 4.07 2.30
H -3.84 5.72 2.85
H -2.69 4.38 2.64
H -2.36 5.67 0.82
H -4.01 5.85 0.28
H -2.36 3.28 0.46
H -3.14 3.63 -1.04
O -6.38 3.02 -4.11
S -6.73 1.61 -4.19
O -7.76 1.10 -5.03
C -5.15 0.55 -4.38
C -4.77 0.25 -2.97
C -6.07 -0.15 -2.32
C -7.05 0.97 -2.49
H -4.43 1.10 -4.99
H -5.52 -0.35 -4.88
H -3.93 -0.44 -3.01
H -4.34 1.15 -2.53
H -5.81 -0.29 -1.27
H -6.51 -1.02 -2.81
H -6.87 1.81 -1.81
H -8.12 0.76 -2.47
O -1.64 2.06 2.85
S -2.19 1.25 3.92
O -3.07 1.89 4.88
C -2.78 -0.40 3.36
C -2.00 -1.44 4.19
C -1.47 -0.80 5.50
C -0.82 0.55 5.01
H -2.60 -0.46 2.29
H -3.87 -0.46 3.46
H -2.56 -2.36 4.36
H -1.10 -1.78 3.68
H -0.70 -1.43 5.93
H -2.32 -0.71 6.17
H 0.09 0.34 4.45
H -0.61 1.32 5.75
O 7.11 0.28 -3.43
S 6.53 1.60 -3.33
O 7.38 2.78 -3.08
C 5.45 1.90 -4.83
C 4.02 1.42 -4.38
C 3.80 1.90 -2.88
C 5.06 1.37 -2.16
H 5.96 1.37 -5.63
H 5.40 2.98 -5.03
H 3.27 1.96 -4.97
H 3.82 0.36 -4.57
H 2.91 1.42 -2.46
H 3.68 2.98 -2.81
H 5.01 0.30 -1.96
H 5.31 1.75 -1.17
O -4.02 -2.39 -4.82
S -2.90 -3.33 -4.87
O -3.07 -4.74 -4.63
C -2.08 -3.17 -6.54
C -0.63 -2.58 -6.24
C -0.70 -1.72 -5.01
C -1.45 -2.62 -3.95
H -2.71 -2.49 -7.13
H -2.02 -4.20 -6.87
H 0.06 -3.42 -6.12
H -0.20 -2.03 -7.08
H -1.36 -0.89 -5.24
H 0.32 -1.41 -4.77
H -1.86 -2.07 -3.11
H -0.75 -3.37 -3.59
O 1.20 -3.93 0.45
S 2.38 -4.63 -0.06
O 2.82 -5.89 0.52
C 2.14 -4.72 -1.97
C 3.37 -3.97 -2.51
C 3.89 -2.91 -1.57
C 3.88 -3.48 -0.11
H 1.14 -4.28 -2.06
H 2.06 -5.73 -2.39
H 4.18 -4.68 -2.67
H 3.16 -3.50 -3.47
H 3.18 -2.09 -1.56
H 4.83 -2.42 -1.80
H 3.84 -2.71 0.66
H 4.76 -4.10 0.01
O 2.15 -0.77 -0.07
S 0.98 -0.21 0.64
O 0.82 -0.14 2.09
C 0.50 1.36 -0.20
C -0.51 0.91 -1.29
C -1.42 -0.13 -0.61
C -0.49 -1.17 -0.06
H 1.43 1.83 -0.51
H -0.02 1.92 0.58
H -0.98 1.77 -1.77
H 0.00 0.39 -2.10
H -2.23 -0.57 -1.19
H -1.92 0.50 0.13
H -0.03 -1.86 -0.77
H -0.96 -1.79 0.71
O 2.98 3.10 3.98
S 2.43 3.87 2.88
O 2.84 3.71 1.45
C 0.58 4.01 3.07
C 0.24 5.49 3.52
C 1.41 6.40 3.01
C 2.69 5.63 3.36
H 0.39 3.13 3.70
H 0.06 3.76 2.15
H -0.70 5.88 3.13
H 0.03 5.52 4.59
H 1.44 7.35 3.55
H 1.27 6.52 1.94
H 2.84 5.61 4.43
H 3.64 5.92 2.89
C 1.54 5.68 -1.31
C 0.09 5.37 -1.13
C -0.78 6.16 -2.10
O -0.39 4.64 -0.26
H 2.10 5.27 -0.47
H 1.62 6.76 -1.24
H 2.07 5.34 -2.20
H -0.28 6.03 -3.06
H -0.81 7.21 -1.81
H -1.76 5.71 -2.22
C 1.83 -3.23 4.03
C 0.90 -4.39 4.18
C 1.31 -5.76 3.83
O -0.24 -4.15 4.53
H 1.28 -2.29 3.93
H 2.48 -3.62 3.24
H 2.42 -3.19 4.94
H 2.03 -5.69 3.01
H 0.48 -6.36 3.45
H 1.77 -6.20 4.72


Record 2
A molecular structure, C47H100BF10N6O4S2 in a non-equilibrium geometry. Source: the OMol25 dataset; level of theory: ωB97M-V with the def2-TZVPD basis set.

Computed properties:
- maximum force (eV Å⁻¹) = 11.7
- relative energy (zero: lowest compared OMol25 entry of this formula, charge and spin) (eV) = 0.000
- E_LUMO (eV) = -5.2
- multiplicity = 1
- charge = +3

Cartesian coordinates (Å):
C -0.04 -0.16 1.44
F -0.87 -0.34 2.47
F -0.09 1.16 1.26
F 1.18 -0.59 1.75
S -0.72 -1.00 -0.07
O -0.56 -2.41 0.18
O -2.09 -0.54 -0.19
N 0.40 -0.29 -1.16
S -0.35 0.72 -2.08
O -1.19 -0.02 -3.03
O -1.04 1.84 -1.48
C 1.08 1.41 -3.09
F 1.72 2.24 -2.28
F 1.84 0.47 -3.66
F 0.47 2.10 -4.05
C -4.09 -3.12 9.70
C -4.43 -2.08 8.62
C -3.81 -2.55 7.28
N -4.70 -2.25 6.07
C -5.08 -0.76 5.85
C -5.52 -0.44 4.40
C -4.60 -0.89 3.31
C -4.27 -2.34 3.49
C -3.77 -2.69 4.90
C -5.94 -3.10 5.94
H -3.01 -3.27 9.61
H -4.58 -4.08 9.52
H -4.32 -2.70 10.67
H -3.96 -1.12 8.80
H -5.49 -1.97 8.40
H -3.81 -3.64 7.28
H -2.82 -2.16 7.07
H -4.22 -0.13 6.09
H -5.94 -0.58 6.49
H -5.67 0.63 4.35
H -6.49 -0.95 4.38
H -3.65 -0.34 3.28
H -5.20 -0.75 2.41
H -3.50 -2.61 2.77
H -5.11 -2.99 3.23
H -2.78 -2.24 4.98
H -3.76 -3.78 4.99
H -6.00 -3.75 5.07
H -6.80 -2.44 5.99
H -5.98 -3.85 6.73
C 5.59 -2.32 2.13
C 5.09 -1.03 1.48
C 5.27 -1.23 -0.03
N 5.10 0.02 -0.86
C 6.12 1.12 -0.54
C 7.55 0.80 -1.00
C 7.68 0.28 -2.43
C 6.63 -0.78 -2.75
C 5.22 -0.36 -2.33
C 3.71 0.51 -0.62
H 6.67 -2.50 2.11
H 5.00 -3.17 1.77
H 5.42 -2.31 3.21
H 5.67 -0.23 1.94
H 4.04 -0.91 1.73
H 4.54 -1.97 -0.36
H 6.20 -1.72 -0.29
H 6.02 1.34 0.52
H 5.69 1.98 -1.06
H 8.06 0.15 -0.28
H 8.26 1.63 -1.00
H 8.68 -0.11 -2.59
H 7.54 1.09 -3.15
H 6.88 -1.66 -2.14
H 6.70 -1.23 -3.74
H 4.35 -0.95 -2.61
H 5.08 0.62 -2.80
H 2.97 -0.29 -0.65
H 3.57 1.19 -1.46
H 3.53 0.98 0.35
C -3.85 2.55 -3.41
C -2.86 2.42 -4.57
C -3.62 2.54 -5.91
N -2.80 3.21 -7.00
C -1.49 2.42 -7.23
C -0.72 2.83 -8.47
C -1.53 2.86 -9.73
C -2.76 3.75 -9.49
C -3.64 3.30 -8.32
C -2.52 4.66 -6.64
H -4.74 1.96 -3.65
H -4.15 3.59 -3.23
H -3.49 2.28 -2.42
H -2.23 1.55 -4.69
H -2.25 3.30 -4.34
H -4.45 3.25 -5.81
H -3.96 1.60 -6.33
H -1.81 1.38 -7.24
H -0.99 2.59 -6.28
H 0.11 2.11 -8.50
H -0.13 3.73 -8.29
H -1.97 1.87 -9.94
H -0.97 3.14 -10.62
H -3.36 3.79 -10.40
H -2.52 4.79 -9.25
H -3.97 2.27 -8.45
H -4.40 4.05 -8.14
H -2.02 5.14 -7.47
H -2.00 4.72 -5.69
H -3.47 5.19 -6.60
C 0.54 4.89 -1.37
C 0.47 5.19 0.15
C 1.12 4.13 1.05
N 1.00 4.37 2.57
C -0.42 4.12 3.09
C -0.68 2.74 3.71
C 0.49 2.21 4.53
C 1.69 2.20 3.59
C 2.09 3.62 3.28
C 1.25 5.87 2.80
H 0.26 5.78 -1.93
H -0.20 4.17 -1.72
H 1.51 4.51 -1.67
H -0.51 5.57 0.40
H 1.11 6.07 0.27
H 2.18 4.21 0.83
H 0.88 3.10 0.80
H -1.11 4.27 2.27
H -0.66 4.85 3.87
H -0.76 1.96 2.94
H -1.64 2.75 4.24
H 0.27 1.19 4.85
H 0.60 2.76 5.47
H 1.49 1.62 2.68
H 2.51 1.68 4.08
H 2.95 3.72 2.62
H 2.24 4.11 4.24
H 2.15 6.04 2.22
H 1.44 6.00 3.87
H 0.33 6.39 2.56
C 3.21 -5.12 1.88
C 2.87 -5.31 0.38
C 1.37 -5.34 0.16
N 0.85 -5.22 -1.27
C -0.67 -5.30 -1.22
C -1.29 -5.01 -2.60
C -0.90 -3.64 -3.10
C 0.66 -3.60 -3.24
C 1.35 -3.90 -1.89
C 1.41 -6.32 -2.13
H 2.73 -5.84 2.54
H 2.92 -4.13 2.25
H 4.28 -5.11 2.08
H 3.20 -6.30 0.07
H 3.54 -4.68 -0.21
H 0.78 -4.60 0.72
H 0.88 -6.21 0.60
H -0.98 -4.52 -0.53
H -0.92 -6.30 -0.88
H -2.37 -5.12 -2.50
H -0.90 -5.76 -3.29
H -1.30 -2.96 -2.34
H -1.38 -3.29 -4.01
H 1.09 -2.64 -3.53
H 1.01 -4.27 -4.02
H 1.13 -3.13 -1.16
H 2.43 -3.81 -2.02
H 2.49 -6.29 -2.06
H 1.22 -6.08 -3.17
H 0.88 -7.24 -1.90
B -1.34 0.70 5.59
F -0.86 -0.39 4.88
F -2.18 0.32 6.67
F -0.29 1.54 6.05
F -2.22 1.42 4.76


Q: Among the records above, which one has the lowest E_LUMO?
A: C47H100BF10N6O4S2


Q: Look up the maximum force of the first one.
A: 3.4 eV Å⁻¹


Q: Which of these has the lowest E_LUMO?
A: C47H100BF10N6O4S2